Formula: C2H6NO3
Source: OMol25
Level of theory: the ωB97M-V functional and the def2-TZVPD basis

CARTESIAN COORDINATES (ANGSTROEM)
N1 -0.214 1.206 -1.422
C1 -0.387 1.061 0.021
O1 0.726 0.704 0.756
H1 0.201 0.361 -1.832
H2 0.404 1.981 -1.646
H3 -0.816 2.031 0.386
H4 -1.237 0.344 0.123
O2 -0.690 -2.652 0.130
C2 -0.023 -1.817 0.725
O3 1.295 -1.610 0.679
H5 -0.527 -1.101 1.410
H6 1.267 -0.509 0.669

Summary:
Calculated total energy in hartree: -360.17023
2S+1: 2
Orbital gap (spin up / spin down) in eV: 11.22 / 6.63
HOMO energy (spin up / spin down) in eV: -10.51 / -10.42
Total charge: 0
Lowest unoccupied orbital energy (spin up / spin down) in eV: 0.7 / -3.8
ΔE to the lowest compared entry with this formula, charge and spin in kJ/mol: 121.0

=====

Formula: C2H6NO3
Source: OMol25
Level of theory: the ωB97M-V functional and the def2-TZVPD basis

CARTESIAN COORDINATES (ANGSTROEM)
C1 -1.222 -0.438 0.169
C2 0.124 0.971 -0.086
N1 -0.212 0.040 -0.900
O1 -0.762 0.815 0.906
O2 -2.504 -0.506 0.061
O3 2.255 -0.163 0.296
H1 -0.786 -1.389 0.532
H2 0.933 1.606 -0.393
H3 1.828 -0.674 1.039
H4 0.135 -0.322 -1.833
H5 -2.992 0.335 -0.140
H6 3.203 -0.274 0.348

Summary:
Calculated total energy in hartree: -359.95758
2S+1: 1
Orbital gap in eV: 12.21
HOMO energy in eV: -16.29
Total charge: +1
Lowest unoccupied orbital energy in eV: -4.1
ΔE to the lowest compared entry with this formula, charge and spin in kJ/mol: 207.0

=====

Formula: C2H6NO3S
Source: OMol25
Level of theory: the ωB97M-V functional and the def2-TZVPD basis

CARTESIAN COORDINATES (ANGSTROEM)
C1 0.623 -0.695 0.952
C2 -0.964 -0.077 0.176
N1 -0.683 0.016 -1.282
O1 3.223 -0.102 0.929
O2 1.808 0.647 -0.899
O3 -1.463 1.081 0.569
S1 1.903 0.227 0.495
H1 0.615 -1.077 1.904
H2 -1.563 -1.100 0.515
H3 -1.301 0.762 -1.780
H4 0.482 0.201 -1.339
H5 -0.750 -0.944 -1.567
H6 -1.930 1.061 1.328

Summary:
SMILES string: [NH3+][C@H](O)C=S(=O)=O
Calculated total energy in hartree: -758.04425
2S+1: 1
Orbital gap (spin up / spin down) in eV: 8.75 / 8.75
HOMO energy (spin up / spin down) in eV: -14.84 / -14.84
Total charge: +1
Lowest unoccupied orbital energy (spin up / spin down) in eV: -6.1 / -6.1
ΔE to the lowest compared entry with this formula, charge and spin in kJ/mol: 175.7

=====

Formula: C2H6NO3S2
Source: OMol25
Level of theory: the ωB97M-V functional and the def2-TZVPD basis

CARTESIAN COORDINATES (ANGSTROEM)
C1 -2.059 -0.413 0.765
C2 -0.527 -0.002 -1.169
N1 -0.960 -0.864 -0.033
O1 3.510 -0.167 -0.548
O2 2.964 0.857 1.663
O3 2.084 1.851 -0.452
S1 0.458 -1.470 0.739
S2 2.644 0.715 0.229
H1 -2.177 0.622 0.811
H2 -3.005 -0.907 0.549
H3 -1.885 -0.862 1.867
H4 0.406 -0.430 -1.530
H5 -1.233 0.113 -2.027
H6 -0.221 0.957 -0.865

Summary:
Calculated total energy in hartree: -1156.60483
2S+1: 3
Orbital gap (spin up / spin down) in eV: 5.44 / 7.45
HOMO energy (spin up / spin down) in eV: -2.10 / -5.20
Total charge: -1
Lowest unoccupied orbital energy (spin up / spin down) in eV: 3.3 / 2.2